C23H32BiN7O6PS2 | ωB97M-V with the def2-TZVPD basis set

```
72
Properties=species:S:1:pos:R:3
N -1.80 -3.87 1.11
H 3.25 -0.15 4.03
Bi 0.38 0.92 -0.50
H -0.63 -2.70 -1.59
N -0.80 -1.71 0.23
H -2.11 -2.84 2.88
H -5.04 0.96 0.65
C -1.41 -2.45 -0.87
C 4.65 -0.74 -0.70
H -0.52 1.74 -3.70
H 0.21 -0.81 3.99
H -1.72 -4.63 -0.82
C -2.37 -2.73 1.83
C 3.32 -0.12 -0.70
O 4.50 1.12 -3.80
H 1.04 -2.68 0.09
H 0.07 -4.72 0.76
N 1.90 0.13 -5.03
C 0.45 0.26 4.06
N 0.19 1.55 -4.41
H 0.69 -1.96 1.66
H -3.37 2.72 1.20
C -2.55 1.13 -1.69
H -2.66 0.19 -3.61
H -3.46 -2.78 1.74
O 2.39 -0.25 0.17
C 2.12 2.34 3.29
O -1.40 1.70 -1.92
C 2.99 -0.25 2.98
S 1.28 3.26 0.00
C 4.35 0.64 -2.68
H -0.17 -4.04 2.38
C 0.26 -2.53 0.83
H 2.38 -0.73 -4.80
H 0.72 2.34 -4.74
O 5.10 -1.54 0.09
C -3.25 1.30 -0.46
O 2.08 1.36 -2.07
C -2.68 2.15 0.58
H -2.60 -0.83 0.75
N 0.57 4.94 1.92
C -0.35 -3.87 1.31
H 3.81 0.11 2.36
P 1.49 0.75 2.60
H -6.10 -0.43 -1.11
C -3.19 0.36 -2.68
H -0.17 5.48 2.34
N -1.43 2.32 0.69
C -5.12 0.00 -1.27
H 2.71 2.15 4.19
C 0.14 3.84 1.21
C -4.53 0.77 -0.29
O 6.53 -0.30 -2.18
C -1.82 -1.41 1.24
C 3.16 0.70 -1.84
S 0.21 -0.83 -3.27
C 0.83 0.39 -4.26
C -2.09 -3.73 -0.32
C 5.36 -0.17 -1.91
H 2.74 2.83 2.55
H -2.13 -1.80 -1.37
H 0.96 0.44 5.01
H -3.17 -3.69 -0.44
H 2.54 0.88 -5.24
H -4.87 -0.84 -3.23
H -0.48 0.82 4.03
H -1.37 -0.78 2.01
H 1.29 3.00 3.53
C -4.43 -0.21 -2.46
N -1.02 3.36 1.49
H 1.33 5.44 1.50
H 2.83 -1.29 2.72
```

Summary:
Energy above the lowest of the compared OMol25 structures with the same formula, charge and spin (eV): 0.323
HOMO-LUMO gap (eV): 7.08
HOMO (eV): -4.63
Calculated total energy (eV): -83888.3480
Total charge: -1

The net atomic charges from Mulliken, expressed in e, are: atom 1 (N): -0.22, atom 2 (H): 0.49, atom 3 (Bi): 1.96, atom 4 (H): 0.45, atom 5 (N): 0.90, atom 6 (H): 0.27, atom 7 (H): 0.40, atom 8 (C): -0.26, atom 9 (C): -0.23, atom 10 (H): 0.24, atom 11 (H): 0.35, atom 12 (H): 0.33, atom 13 (C): -0.90, atom 14 (C): -0.46, atom 15 (O): -0.73, atom 16 (H): 0.59, atom 17 (H): 0.25, atom 18 (N): -0.44, atom 19 (C): -1.62, atom 20 (N): -0.38, atom 21 (H): -0.58, atom 22 (H): 0.32, atom 23 (C): 0.80, atom 24 (H): 0.32, atom 25 (H): 0.42, atom 26 (O): 0.46, atom 27 (C): -1.63, atom 28 (O): -1.20, atom 29 (C): -1.53, atom 30 (S): -0.61, atom 31 (C): -0.02, atom 32 (H): 0.41, atom 33 (C): -0.11, atom 34 (H): 0.27, atom 35 (H): 0.27, atom 36 (O): -0.68, atom 37 (C): 0.26, atom 38 (O): -0.92, atom 39 (C): -1.00, atom 40 (H): -0.61, atom 41 (N): -0.37, atom 42 (C): -0.83, atom 43 (H): 0.32, atom 44 (P): 1.49, atom 45 (H): 0.38, atom 46 (C): -0.53, atom 47 (H): 0.27, atom 48 (N): 0.83, atom 49 (C): -0.71, atom 50 (H): 0.52, atom 51 (C): 0.43, atom 52 (C): -0.16, atom 53 (O): -0.62, atom 54 (C): 0.77, atom 55 (C): 1.28, atom 56 (S): -0.38, atom 57 (C): 0.37, atom 58 (C): -0.87, atom 59 (C): 0.28, atom 60 (H): 0.32, atom 61 (H): -0.29, atom 62 (H): 0.48, atom 63 (H): 0.33, atom 64 (H): 0.26, atom 65 (H): 0.39, atom 66 (H): 0.33, atom 67 (H): -0.14, atom 68 (H): 0.43, atom 69 (C): -0.51, atom 70 (N): -1.27, atom 71 (H): 0.23, atom 72 (H): 0.36